# 1
Formula: C6H12S2
Source: OMol25
Level of theory: the ωB97M-V functional and the def2-TZVPD basis

The geometry in ORCA input format:
```
! RIJCOSX wB97M-V def2-TZVPD def2/J DEFGRID3
* xyz 0 1
C -1.0542 -0.0514 1.0935
C 1.6943 -2.1521 0.3505
H -1.5242 0.2515 0.1666
H -0.1883 2.3214 -2.2135
C -0.2239 1.6821 -1.3714
H -1.3199 -0.8834 1.6743
H -0.4906 1.9981 2.0246
C -0.4811 0.8407 2.2073
H -1.2339 1.8666 -0.7795
C -0.6230 0.2795 -2.2275
C 0.3448 0.2851 1.0651
H -0.4317 -0.4399 -1.3249
H 2.0946 -3.3767 0.8231
H 0.5247 -2.1486 0.0277
S 1.6573 -0.7577 1.5836
H -1.8983 0.2980 -2.5788
H -0.5148 0.3004 3.1268
H 0.1645 0.0258 -2.9798
S 0.9690 1.5554 -0.0269
H 2.5347 -1.8949 -0.6408
*
```

For the energy relative to the best compared isomer or geometry (same formula, charge and spin), the calculation gives 5.8098 eV. The calculation puts the electronic energy at -28081.4912 eV. The HOMO-LUMO gap is 0.331 Eh. As for the HOMO energy: -8.24 eV.

=====

# 2
Formula: C19H13NO2S
Source: OMol25
Level of theory: the ωB97M-V functional and the def2-TZVPD basis

The geometry in ORCA input format:
```
! RIJCOSX wB97M-V def2-TZVPD def2/J DEFGRID3
* xyz 0 1
C -3.7254 -1.1118 1.3201
C 2.4329 -0.2787 0.9341
H -1.9462 -0.7662 -2.9245
C 2.7022 4.3295 -0.0560
C 1.5199 -3.2280 0.4147
C 1.0377 2.0225 -0.6541
C 0.8862 0.5380 -1.0981
H -3.4860 2.5682 1.2341
C -4.0104 0.3734 1.7427
C -1.2476 -0.7524 -2.0026
H -1.9030 2.0431 -0.8988
C -2.8164 -1.3926 0.1034
H -0.9541 -1.8436 -1.8051
S 3.1047 5.2298 -1.4060
C 1.5112 -2.1653 -0.7663
H 0.5073 2.8453 -1.2446
H 0.6371 -0.2661 -3.1970
N 2.0713 3.7968 0.9658
O 1.4941 -2.4557 -1.9972
C 2.5850 1.1907 1.3767
C 1.5788 -0.6241 -0.3489
C 1.9132 2.3510 0.5907
H 3.2190 1.4200 2.3100
H 0.9238 -4.1847 0.2741
C -2.1259 -0.2734 -0.7599
C -3.3041 1.4865 0.9129
H -0.4662 1.1949 -2.7655
C -0.0173 0.2080 -2.3729
H -2.6313 -2.4862 -0.1813
C 2.2879 -2.9082 1.5740
H -4.2048 -1.9804 1.8779
H 2.2477 -3.6894 2.4185
C -2.3802 1.1865 -0.3230
H -4.6932 0.5697 2.6348
O 4.1478 -1.4264 2.4010
C 3.1042 -1.5209 1.7161
*
```

For the energy relative to the best compared isomer or geometry (same formula, charge and spin), the calculation gives 7.4259 eV. The calculation puts the electronic energy at -36323.5190 eV. The HOMO-LUMO gap is 0.267 Eh. As for the HOMO energy: -8.73 eV.

=====

# 3
Formula: C12H16O12
Source: OMol25
Level of theory: the ωB97M-V functional and the def2-TZVPD basis

The geometry in ORCA input format:
```
! RIJCOSX wB97M-V def2-TZVPD def2/J DEFGRID3
* xyz 0 1
O -1.4240 -1.4841 -0.8656
O 0.6545 -1.8432 3.3434
H -1.1565 -2.3452 4.0357
O -5.4359 0.1887 -1.7285
H -1.0614 -0.3330 1.6355
H 1.6265 0.5465 0.5753
C -6.4377 0.2746 -2.6963
H -5.5331 -2.7741 -2.7317
H 2.6476 -0.4760 -0.5443
H -1.8751 -0.3029 3.2158
O 0.0496 0.2128 3.2970
H 4.2622 0.2305 0.0927
C 1.0426 -0.6034 3.6708
C 5.8369 1.7316 0.5280
O 3.6435 2.1872 0.2511
C -5.3325 -1.7293 -2.9686
H 4.3256 0.8168 1.7427
O -6.3762 -0.9067 -3.4438
O 2.1295 -0.2045 4.1593
H -5.3014 -1.6411 -0.7956
C 4.2829 2.8845 -0.6199
H 6.6956 1.1320 0.2260
H -0.9608 -2.5597 2.2673
H -4.5969 -1.5403 -3.7504
C -0.7247 -1.9300 3.1251
H -3.7984 -1.0469 -1.6532
H 1.6288 0.6436 -2.5101
O -0.2444 0.4324 -1.4728
C 4.4473 1.1155 0.7015
O 3.9018 3.8181 -1.3018
O -7.0841 1.2868 -3.0093
C -4.8854 -1.1272 -1.6622
C 1.6905 0.0176 -0.3756
O 0.7685 -1.0648 -0.2789
H 6.0976 2.4501 1.3051
C -0.9300 -0.4901 2.7061
H 1.1475 1.8749 -1.3915
O 5.5513 2.5364 -0.5625
C -0.3699 -0.7794 -0.9446
C 1.0982 0.8009 -1.5710
*
```

For the energy relative to the best compared isomer or geometry (same formula, charge and spin), the calculation gives 2.5177 eV. The calculation puts the electronic energy at -37271.3034 eV. The HOMO-LUMO gap is 0.413 Eh. As for the HOMO energy: -11.00 eV. As for the structure (SMILES): O=C1OCCO1.O=C1OCCO1.O=C1OCCO1.O=C1OCCO1.

=====

# 4
Formula: C9H6N2O7Tl
Source: OMol25
Level of theory: the ωB97M-V functional and the def2-TZVPD basis

The geometry in ORCA input format:
```
! RIJCOSX wB97M-V def2-TZVPD def2/J DEFGRID3
* xyz -1 1
H 2.6577 -2.6915 -0.4454
O -0.5287 -2.9627 -1.7446
O -6.2714 -5.2576 0.1897
C -4.6910 -2.0998 0.6722
O -1.7208 -5.9980 1.1530
C -3.6453 -4.1320 0.6155
H 1.5460 -2.6582 0.9159
O -3.9606 0.5656 1.1933
H -4.3838 -5.3857 0.8897
O -7.2057 -3.0985 0.4018
O -1.7675 0.0999 0.8681
H -1.3195 -2.3514 1.5401
O -0.5662 -3.9963 1.6566
C 1.2026 -2.8553 -0.0357
C 0.1456 -2.4626 -0.7988
N -1.2307 -4.7360 1.0613
C -3.3731 -1.7668 0.8887
H 1.7070 -4.1880 -0.1616
Tl 0.5263 0.1100 -0.1865
N -6.1406 -3.8970 0.4494
H -5.6116 -0.9385 0.8213
C -2.3515 -2.5821 1.1308
C -2.4263 -3.7278 0.8359
C -4.7833 -3.4962 0.9288
C -3.0616 -0.1074 0.8232
*
```

For the energy relative to the best compared isomer or geometry (same formula, charge and spin), the calculation gives 13.4674 eV. The calculation puts the electronic energy at -31416.4174 eV. The HOMO-LUMO gap (spin up / spin down) is 0.173 / 0.173 Eh. As for the HOMO energy (spin up / spin down): -3.50 / -3.50 eV.

=====

# 5
Formula: C3H3N3O4
Source: OMol25
Level of theory: the ωB97M-V functional and the def2-TZVPD basis

The geometry in ORCA input format:
```
! RIJCOSX wB97M-V def2-TZVPD def2/J DEFGRID3
* xyz 0 1
C 1.9373 -0.2536 -1.6290
H -0.2075 -0.0624 0.9389
O 2.2128 -0.5173 1.8024
C 1.4302 0.0622 -0.3420
N 1.9851 -0.9816 0.7300
O 1.2696 1.9772 0.8959
H -0.5682 0.7599 -0.5548
H -0.4829 -0.8785 -0.4987
O 2.1133 -2.1185 0.2703
O 3.1424 1.5128 -0.1475
N 1.9895 1.3472 0.1502
C -0.0773 -0.0266 -0.1642
N 2.4964 -0.4939 -2.6167
*
```

For the energy relative to the best compared isomer or geometry (same formula, charge and spin), the calculation gives 5.0982 eV. The calculation puts the electronic energy at -15812.5362 eV. The HOMO-LUMO gap is 0.402 Eh. As for the HOMO energy: -12.03 eV. As for the structure (SMILES): CC(C#N)([N+](=O)[O-])[N+](=O)[O-].

=====

# 6
Formula: C2H3NO2
Source: OMol25
Level of theory: the ωB97M-V functional and the def2-TZVPD basis

The geometry in ORCA input format:
```
! RIJCOSX wB97M-V def2-TZVPD def2/J DEFGRID3
* xyz 0 1
C 0.7977 0.7934 0.0123
H -1.2823 0.5363 0.0640
C -1.0397 -0.5051 0.0535
O 1.9691 0.9924 0.0750
H 0.0743 1.5338 -0.3372
O 1.0154 -1.5386 0.0442
H -1.8083 -1.2587 0.0340
N 0.2738 -0.5534 0.0542
*
```

For the energy relative to the best compared isomer or geometry (same formula, charge and spin), the calculation gives 3.6669 eV. The calculation puts the electronic energy at -7704.1760 eV. The HOMO-LUMO gap is 0.336 Eh. As for the HOMO energy: -9.63 eV. As for the structure (SMILES): C=[N+]([O-])C=O.

=====

- What is the formula in the fourth record?
  C9H6N2O7Tl

=====

Please write out number 3 again, unchanged.
Formula: C12H16O12
Source: OMol25
Level of theory: the ωB97M-V functional and the def2-TZVPD basis

The geometry in ORCA input format:
```
! RIJCOSX wB97M-V def2-TZVPD def2/J DEFGRID3
* xyz 0 1
O -1.4240 -1.4841 -0.8656
O 0.6545 -1.8432 3.3434
H -1.1565 -2.3452 4.0357
O -5.4359 0.1887 -1.7285
H -1.0614 -0.3330 1.6355
H 1.6265 0.5465 0.5753
C -6.4377 0.2746 -2.6963
H -5.5331 -2.7741 -2.7317
H 2.6476 -0.4760 -0.5443
H -1.8751 -0.3029 3.2158
O 0.0496 0.2128 3.2970
H 4.2622 0.2305 0.0927
C 1.0426 -0.6034 3.6708
C 5.8369 1.7316 0.5280
O 3.6435 2.1872 0.2511
C -5.3325 -1.7293 -2.9686
H 4.3256 0.8168 1.7427
O -6.3762 -0.9067 -3.4438
O 2.1295 -0.2045 4.1593
H -5.3014 -1.6411 -0.7956
C 4.2829 2.8845 -0.6199
H 6.6956 1.1320 0.2260
H -0.9608 -2.5597 2.2673
H -4.5969 -1.5403 -3.7504
C -0.7247 -1.9300 3.1251
H -3.7984 -1.0469 -1.6532
H 1.6288 0.6436 -2.5101
O -0.2444 0.4324 -1.4728
C 4.4473 1.1155 0.7015
O 3.9018 3.8181 -1.3018
O -7.0841 1.2868 -3.0093
C -4.8854 -1.1272 -1.6622
C 1.6905 0.0176 -0.3756
O 0.7685 -1.0648 -0.2789
H 6.0976 2.4501 1.3051
C -0.9300 -0.4901 2.7061
H 1.1475 1.8749 -1.3915
O 5.5513 2.5364 -0.5625
C -0.3699 -0.7794 -0.9446
C 1.0982 0.8009 -1.5710
*
```

For the energy relative to the best compared isomer or geometry (same formula, charge and spin), the calculation gives 2.5177 eV. The calculation puts the electronic energy at -37271.3034 eV. The HOMO-LUMO gap is 0.413 Eh. As for the HOMO energy: -11.00 eV. As for the structure (SMILES): O=C1OCCO1.O=C1OCCO1.O=C1OCCO1.O=C1OCCO1.